Entry from the Open Molecules 2025 dataset: 2 unconnected molecules or ions with the total composition C29H22N2O in a non-equilibrium geometry (wB97M-V/def2-TZVPD).

The geometry in ORCA input format:
```
! wB97M-V def2-TZVPD RIJCOSX def2/J DEFGRID3
* xyz 0 1
O 2.593 -2.947 0.520
N -5.049 0.437 -0.174
N -0.257 -1.219 0.867
C -3.023 -2.624 0.346
C -4.627 -0.766 0.353
C 6.607 -0.644 1.620
C -6.246 1.111 0.346
C -3.419 -1.361 -0.166
C 2.867 3.006 1.191
C 3.098 -1.825 0.581
C 3.904 3.248 0.284
C -5.352 -1.434 1.357
C 5.420 -2.519 -0.074
C 6.801 -2.321 -0.116
C -2.694 -0.676 -1.140
C -4.856 2.293 -1.711
C -2.556 1.136 -2.841
C 7.394 -1.374 0.723
C 4.347 2.234 -0.574
C -4.374 1.083 -1.195
C 3.788 0.970 -0.486
C 4.612 -1.678 0.703
C 0.876 -0.939 0.747
C -4.192 2.924 -2.753
C -3.767 -3.271 1.316
C 2.237 -0.638 0.582
C 2.223 1.773 1.205
C 2.734 0.703 0.426
C -4.925 -2.662 1.840
C 5.222 -0.826 1.632
C -3.042 2.338 -3.326
C -3.179 0.488 -1.737
H -2.107 -3.059 -0.047
H 4.159 0.155 -1.111
H -3.466 -4.255 1.676
H -6.994 1.242 -0.451
H 7.416 -2.908 -0.798
H 4.600 -0.291 2.354
H 5.137 2.420 -1.297
H 8.470 -1.205 0.687
H -5.757 2.741 -1.293
H -4.566 3.880 -3.115
H -1.735 -1.074 -1.444
H -2.550 2.839 -4.162
H 4.960 -3.312 -0.667
H -6.266 -1.006 1.773
H 7.064 0.065 2.309
H -5.491 -3.140 2.638
H -6.704 0.535 1.148
H 1.386 1.581 1.884
H 2.565 3.789 1.886
H -1.693 0.651 -3.301
H -5.972 2.097 0.750
H 4.379 4.233 0.235
*
```

In elementary charge units, the Löwdin charges are:
1. O 0.000
2. N -0.005
3. N 0.120
4. C -0.006
5. C -0.095
6. C -0.085
7. C -0.004
8. C -0.125
9. C -0.113
10. C -0.372
11. C -0.124
12. C -0.011
13. C -0.035
14. C -0.093
15. C 0.098
16. C -0.014
17. C 0.012
18. C -0.105
19. C -0.101
20. C -0.112
21. C -0.052
22. C -0.162
23. C -0.227
24. C -0.033
25. C -0.043
26. C -0.186
27. C -0.046
28. C -0.225
29. C -0.032
30. C -0.039
31. C -0.053
32. C -0.111
33. H 0.121
34. H 0.117
35. H 0.118
36. H 0.112
37. H 0.096
38. H 0.124
39. H 0.096
40. H 0.094
41. H 0.102
42. H 0.117
43. H 0.130
44. H 0.115
45. H 0.115
46. H 0.098
47. H 0.098
48. H 0.118
49. H 0.072
50. H 0.107
51. H 0.092
52. H 0.131
53. H 0.115
54. H 0.090


Entry from the Open Molecules 2025 dataset: a single C20H17FN4O4S molecule in a non-equilibrium geometry (wB97M-V/def2-TZVPD).

Output
Structure (SMILES) = O=C(CN(Cc1ccc(F)cc1)C(=O)c1csnn1)NCc1ccc2c(c1)OCO2

The geometry in ORCA input format:
```
! wB97M-V def2-TZVPD RIJCOSX def2/J DEFGRID3
* xyz 0 1
S 0.018 3.782 2.604
F 0.511 2.790 -3.241
O 4.924 -1.853 -1.327
O -0.918 -0.635 2.878
O 4.539 0.411 -1.131
O -2.358 -2.720 -0.727
N -1.637 3.746 2.665
N -0.754 -2.559 0.862
N -2.120 2.600 2.506
N -2.544 -0.175 1.382
C -0.399 2.307 -2.372
C 0.322 -3.097 0.067
C -2.230 1.315 -0.560
C 2.664 -2.571 -0.631
C 1.414 -2.093 -0.221
C 3.403 -0.274 -0.797
C -3.191 0.756 0.465
C -1.937 2.673 -0.593
C -1.550 0.182 2.215
C 0.082 2.101 2.361
C 1.193 -0.731 -0.108
C 2.183 0.207 -0.395
C -2.901 -1.584 1.334
C 3.636 -1.647 -0.913
C -1.210 1.623 2.323
C 5.493 -0.570 -1.480
C -1.985 -2.357 0.371
C -0.699 0.957 -2.389
C -1.017 3.178 -1.494
C -1.622 0.469 -1.482
H 1.997 1.266 -0.318
H -1.875 -0.579 -1.505
H 0.225 -0.372 0.202
H -0.216 0.306 -3.100
H -2.437 3.347 0.086
H -3.934 -1.681 0.999
H 5.803 -0.427 -2.527
H 2.857 -3.627 -0.726
H -0.523 -2.158 1.767
H -0.780 4.230 -1.522
H -3.638 1.572 1.040
H 0.751 -3.966 0.576
H -3.985 0.208 -0.045
H -2.798 -1.995 2.342
H -0.124 -3.436 -0.875
H 6.374 -0.477 -0.825
H 0.995 1.554 2.258
*
```

In elementary charge units, the Löwdin charges are:
1. S 1.022
2. F 0.059
3. O 0.038
4. O 0.054
5. O 0.036
6. O 0.049
7. N -0.329
8. N 0.079
9. N -0.043
10. N -0.014
11. C -0.278
12. C -0.116
13. C -0.203
14. C 0.052
15. C -0.187
16. C -0.203
17. C -0.085
18. C -0.045
19. C -0.411
20. C -0.307
21. C -0.039
22. C 0.016
23. C -0.033
24. C -0.196
25. C -0.298
26. C -0.157
27. C -0.481
28. C 0.002
29. C 0.002
30. C -0.024
31. H 0.116
32. H 0.105
33. H 0.086
34. H 0.126
35. H 0.104
36. H 0.133
37. H 0.140
38. H 0.128
39. H 0.117
40. H 0.119
41. H 0.116
42. H 0.130
43. H 0.136
44. H 0.135
45. H 0.132
46. H 0.140
47. H 0.075


Asked for E_tot across the records above, the calculation gives -1302.9704; -1790.3759 a.u. in order.
Asked for energy relative to the best compared isomer or geometry (same formula, charge and spin) across the records above, the calculation gives 0.165; 0.000 eV in order.